(1)
Entry from OMol25: a cluster of 5 separate species, C29H74BN2O17P4 in total (ωB97M-V with the def2-TZVPD basis set).

Properties
Total charge ... +1
HOMO level ... -10.9 eV
Spin multiplicity ... 1
E_tot ... -106879.6114 eV

Positions of all 127 atoms, in Å:
N  2.43527  -8.91541  5.51148
B  3.08838  -8.12263  4.38872
O  3.56005  -8.93480  3.21152
C  3.24305  -6.45559  4.40675
C  4.29411  -5.97942  3.21495
C  4.22183  -4.37987  2.86247
N  3.29384  -3.56902  3.73935
C  1.89083  -4.11804  3.87275
C  1.79187  -5.74765  4.02362
H  2.93114  -8.78399  6.42000
H  1.40742  -8.75033  5.58006
H  4.13609  -9.64648  3.62349
H  3.61031  -6.12606  5.49353
H  4.00471  -6.56147  2.21360
H  5.40980  -6.24122  3.49107
H  5.31812  -3.94892  3.05618
H  4.01573  -4.28250  1.70609
H  3.76412  -3.35618  4.66956
H  3.19711  -2.61943  3.26949
H  1.44158  -3.65956  4.87914
H  1.18355  -3.73152  3.01133
H  1.03521  -6.04491  4.89522
H  1.35863  -6.18696  3.02604
O  -0.59022  -1.62145  2.23387
P  -1.05440  -0.15208  2.08314
O  -2.11326  -0.46688  0.84836
C  -3.34597  -1.08015  1.16633
C  -4.31107  -0.06761  1.75440
O  0.23735  0.23314  1.10344
C  1.52235  -0.32259  1.33925
C  1.81524  -1.37204  0.28164
O  -1.57304  1.48973  1.91472
C  -0.70258  2.56373  1.60234
C  -0.75616  2.84823  0.11145
H  -3.19290  -1.91733  1.85255
H  -3.76250  -1.48183  0.23838
H  -3.95482  0.28841  2.72687
H  -5.30342  -0.51036  1.89332
H  -4.40155  0.80836  1.10358
H  1.60958  -0.73092  2.35143
H  2.25263  0.48905  1.25849
H  1.06206  -2.16665  0.28878
H  2.80022  -1.81863  0.43657
H  1.78480  -0.92335  -0.71739
H  0.31446  2.38273  1.96209
H  -1.07154  3.44205  2.14019
H  -0.42719  1.98764  -0.48072
H  -0.12469  3.70297  -0.14682
H  -1.78281  3.05975  -0.20159
O  -0.07070  5.64099  -2.48354
P  0.32884  5.42434  -3.96363
O  0.16959  7.01865  -4.38529
C  1.18429  7.91849  -3.98847
C  2.39805  7.78700  -4.88956
O  -1.21882  4.98083  -4.39359
C  -2.02452  4.20536  -3.51885
C  -3.09927  5.09017  -2.91249
O  0.77527  5.18227  -5.61741
C  0.07522  4.32894  -6.50653
C  -0.89721  5.14558  -7.33964
H  1.45564  7.75447  -2.94220
H  0.77794  8.93028  -4.07261
H  2.87242  6.80832  -4.76094
H  3.13909  8.56056  -4.66027
H  2.11223  7.87095  -5.94328
H  -1.42627  3.70756  -2.74869
H  -2.49566  3.41771  -4.11571
H  -2.66155  5.93057  -2.36396
H  -3.73747  4.52007  -2.23328
H  -3.72331  5.52459  -3.70126
H  -0.40965  3.50116  -5.98097
H  0.81839  3.88188  -7.17337
H  -1.64819  5.64498  -6.71823
H  -1.41804  4.51369  -8.06456
H  -0.36914  5.93873  -7.87703
O  5.67539  1.09187  0.71836
P  6.82700  0.24952  1.31958
O  6.66255  0.86189  2.85024
C  5.58574  0.40159  3.64108
C  5.88814  -0.97287  4.20843
O  7.98374  1.34198  0.82431
C  7.86695  2.01284  -0.42148
C  7.47864  3.46008  -0.17581
O  8.11375  -0.69168  1.99136
C  9.45567  -0.62929  1.53953
C  10.25288  0.30540  2.43250
H  4.66006  0.38850  3.05957
H  5.45348  1.11184  4.46203
H  5.94322  -1.71906  3.40872
H  5.10980  -1.28282  4.91427
H  6.85523  -0.97847  4.72202
H  7.15957  1.51049  -1.08940
H  8.84669  1.97668  -0.90871
H  6.53374  3.53202  0.37258
H  7.38143  4.00396  -1.11835
H  8.23529  3.95687  0.44143
H  9.51794  -0.35879  0.48147
H  9.87084  -1.63756  1.62823
H  9.85976  1.32735  2.40853
H  11.30314  0.33543  2.12905
H  10.19538  -0.01948  3.47552
O  -8.76661  -1.68734  0.58125
P  -8.36707  -1.90399  -0.89884
O  -8.52632  -0.30968  -1.32049
C  -7.51162  0.59016  -0.92368
C  -6.29786  0.45867  -1.82477
O  -9.91473  -2.34750  -1.32879
C  -10.72043  -3.12297  -0.45406
C  -11.79518  -2.23816  0.15230
O  -7.92064  -2.14606  -2.55262
C  -8.62069  -2.99939  -3.44174
C  -9.59313  -2.18275  -4.27485
H  -7.24027  0.42614  0.12259
H  -7.91797  1.60195  -1.00782
H  -5.82349  -0.52001  -1.69615
H  -5.55683  1.23223  -1.59548
H  -6.58368  0.54262  -2.87849
H  -10.12218  -3.62077  0.31610
H  -11.19157  -3.91062  -1.05092
H  -11.35746  -1.39776  0.70083
H  -12.43338  -2.80826  0.83151
H  -12.41922  -1.80374  -0.63647
H  -9.10557  -3.82717  -2.91618
H  -7.87752  -3.44645  -4.10858
H  -10.34410  -1.68335  -3.65344
H  -10.11395  -2.81464  -4.99976
H  -9.06505  -1.38960  -4.81223

Results of the Löwdin charge analysis, in e, for atoms 1 through 5: number 1, N, carries 0.09; number 2, B, carries -0.39; number 3, O, carries 0.02; number 4, C, carries -0.19; number 5, C, carries -0.14

(2)
Entry from OMol25: a cluster of 7 separate species, C29H74ClN6O10 in total (ωB97M-V with the def2-TZVPD basis set).

Properties
Total charge ... -1
Relative energy (zero: lowest compared OMol25 entry of this formula, charge and spin) ... 0.325 eV
HOMO level ... -6.1 eV
Spin multiplicity ... 1
E_tot ... -73202.3672 eV

Positions of all 120 atoms, in Å:
Cl  -0.51414  -0.37807  -0.99948
O  -1.26391  -0.66461  0.20868
O  -0.10381  -1.60872  -1.62324
O  -1.38024  0.37391  -1.87659
O  0.70053  0.34425  -0.64503
C  3.38677  2.81947  1.54448
C  2.94433  2.80618  3.01170
C  2.92548  4.25261  3.50506
C  2.16121  4.43369  4.79423
C  0.70731  3.98622  4.59348
C  0.62667  2.52143  4.08867
N  1.56991  2.27320  2.98872
O  1.54498  0.89030  2.65318
C  0.83896  1.59555  5.29139
C  -0.77605  2.35493  3.48559
C  3.94245  1.96749  3.82654
H  2.76713  3.52216  0.99274
H  3.35401  1.80252  1.15922
H  4.42060  3.16119  1.43969
H  3.92784  4.66191  3.69087
H  2.58681  4.97964  2.75815
H  2.12948  5.48276  5.10357
H  2.60868  3.87934  5.62204
H  0.21149  4.62999  3.86228
H  0.11550  4.06080  5.50647
H  0.10227  1.91304  6.04054
H  0.69854  0.52380  5.15442
H  1.78822  1.70448  5.81878
H  -0.99648  1.29999  3.29773
H  -1.53572  2.78804  4.13855
H  -0.85646  2.79356  2.49116
H  3.74560  2.03259  4.89620
H  4.94905  2.36222  3.67201
H  3.91463  0.93274  3.48908
H  1.45837  0.95497  1.68784
C  -4.19134  2.77213  -0.63568
C  -3.06888  3.74754  -1.01736
C  -1.83595  3.63539  -0.11300
O  -0.80373  4.43041  -0.63914
C  0.38199  4.19891  0.06784
N  -2.61211  3.42204  -2.39390
H  -4.51176  2.86741  0.40788
H  -3.90436  1.74650  -0.86024
H  -5.08240  3.05154  -1.20496
H  -3.45131  4.76584  -0.94109
H  -1.51751  2.61475  0.14132
H  -2.11700  4.00814  0.88938
H  0.34412  4.38183  1.15103
H  1.15768  4.88035  -0.29103
H  0.73148  3.17134  -0.08449
H  -3.44619  3.47866  -2.97593
H  -2.39531  2.42920  -2.33724
C  -0.19611  -5.00959  1.75256
C  -0.69072  -3.63855  2.18251
C  0.38319  -2.56509  2.45031
O  1.30136  -3.09207  3.38129
C  2.29912  -2.16525  3.76774
N  -1.64889  -3.12286  1.18777
H  0.50835  -5.41548  2.48139
H  0.21247  -4.98680  0.74123
H  -1.03933  -5.70199  1.73122
H  -1.21885  -3.77823  3.13043
H  -0.08635  -1.67539  2.88670
H  0.83888  -2.33740  1.47625
H  1.76998  -1.39948  4.35519
H  2.64030  -1.59397  2.89358
H  3.12897  -2.64911  4.26688
H  -1.20272  -2.51770  0.50586
H  -2.38254  -2.59152  1.63451
C  -4.43640  -1.48995  -3.81258
C  -4.95614  -1.77689  -2.38411
C  -5.92340  -2.92785  -2.38814
O  -7.09579  -2.53490  -3.07261
C  -8.30076  -2.80192  -2.40628
N  -3.73863  -2.06950  -1.62533
H  -5.21662  -1.26289  -4.54760
H  -3.88391  -2.35990  -4.16204
H  -3.77560  -0.62263  -3.78203
H  -5.38595  -0.82442  -2.05438
H  -6.17568  -3.27099  -1.36789
H  -5.51775  -3.89173  -2.72959
H  -8.39998  -3.85701  -2.12731
H  -9.09236  -2.57014  -3.12421
H  -8.43515  -2.13195  -1.54782
H  -3.07246  -1.33120  -1.48633
H  -3.84460  -2.70219  -0.84979
C  4.21752  -0.26276  -0.14043
C  4.26643  -1.57357  -0.89833
C  3.99554  -2.83179  -0.07809
O  4.69120  -2.76573  1.13104
C  4.46022  -3.82829  2.03254
N  3.38307  -1.48311  -2.07014
H  5.00055  -0.16034  0.62146
H  3.29551  -0.22911  0.45396
H  4.26119  0.62731  -0.76636
H  5.28648  -1.67376  -1.29091
H  4.33390  -3.66889  -0.70217
H  2.91661  -2.93838  0.10281
H  4.79518  -3.51650  3.01803
H  5.11128  -4.64710  1.69831
H  3.40841  -4.12586  2.04500
H  2.45542  -1.18097  -1.77210
H  3.73596  -0.68246  -2.58050
C  1.72045  0.34833  -6.40126
C  0.77141  0.22105  -5.22000
C  -0.34118  -0.76359  -5.38318
O  0.10096  -2.06641  -5.73069
C  -0.94894  -2.96149  -5.77143
N  1.54059  -0.06507  -4.02216
H  1.32026  0.66731  -7.36542
H  2.19810  -0.61731  -6.58212
H  2.49713  1.07859  -6.15892
H  0.23169  1.17421  -5.09076
H  -1.04877  -0.42480  -6.15631
H  -0.97603  -0.77219  -4.48889
H  -0.63129  -3.95045  -6.12183
H  -1.69178  -2.70173  -6.54754
H  -1.52944  -3.18313  -4.86957
H  1.02945  0.11092  -3.15953
H  2.39959  0.45811  -3.92395

Results of the Löwdin charge analysis, in e, for atoms 1 through 5: number 1, Cl, carries 0.64; number 2, O, carries -0.38; number 3, O, carries -0.33; number 4, O, carries -0.36; number 5, O, carries -0.37